# C19H20Br2FeN3O2SSe

A structure of composition C19H20Br2FeN3O2SSe (ωB97M-V/def2-TZVPD, the Open Molecules 2025 dataset).

Output
- ⟨S²⟩ = 8.774
- charge = 0
- multiplicity = 6
- energy above the lowest of the compared OMol25 structures with the same formula, charge and spin (kJ/mol) = 19.3

CARTESIAN COORDINATES (ANGSTROEM)
Fe: 0.45308 -1.37527 -0.60946
Br: 5.21102 0.16322 -0.21923
C: 4.00466 -0.17609 1.19238
C: 4.45930 -0.07189 2.51761
C: 3.61566 -0.29231 3.56535
Br: 4.28484 -0.13258 5.33463
C: 2.26152 -0.63345 3.33632
C: 1.30222 -0.88211 4.34256
C: 0.02827 -1.22600 3.99598
C: -0.31080 -1.30899 2.63416
N: 0.54506 -1.05932 1.67526
C: 1.82484 -0.73864 1.99778
C: 2.69908 -0.50837 0.87533
O: 2.24245 -0.61083 -0.32674
H: 5.49321 0.18501 2.70135
H: 1.59163 -0.80089 5.38154
H: -0.72005 -1.43483 4.74832
H: -1.30790 -1.61241 2.33636
C: -0.09180 0.81479 -4.33804
C: -0.43354 -0.34657 -3.45203
O: 0.39948 -0.84606 -2.69926
N: -1.69125 -0.82388 -3.53131
C: -2.17620 -1.87876 -2.64821
C: -2.68224 -1.30548 -1.35289
C: -4.01631 -1.37085 -0.98781
C: -4.43293 -0.72580 0.16626
C: -3.50514 -0.01647 0.90785
C: -2.18559 -0.01969 0.48623
N: -1.77240 -0.66615 -0.60428
H: 0.98629 0.85262 -4.46378
H: -0.41070 1.72864 -3.83332
H: -0.58156 0.74691 -5.30930
H: -2.36479 -0.27854 -4.04398
H: -1.35558 -2.56554 -2.43376
H: -2.96213 -2.42703 -3.16361
H: -4.71606 -1.91525 -1.60809
H: -5.47154 -0.76047 0.46919
H: -3.78741 0.52367 1.80091
H: -1.41722 0.50647 1.03800
C: -0.53922 3.37394 -0.24833
S: 0.35608 1.89047 -0.73479
C: 2.00737 2.56685 -0.95352
H: -0.50701 4.12325 -1.03952
H: -0.12184 3.78979 0.66870
H: -1.57765 3.09233 -0.07246
H: 2.34537 3.05054 -0.03732
H: 2.03070 3.27531 -1.78108
H: 2.66094 1.72065 -1.16842
Se: 0.33577 -3.59390 -0.51155

Cartesian forces (eV/Å) of the 2 atoms listed first:
-0.1 0.7 0.1
0.0 0.0 0.0

Atomic partial charges in e from the natural (NBO) method, atoms 1 to 4:
1. Fe 1.31
2. Br 0.06
3. C -0.20
4. C -0.22